Entry 1:
Below is C50H51N6O2P2PdS5 as an isolated structure, with properties calculated with wB97M-V/def2-TZVPD.

Geometry as XYZ:
```
117
Properties=species:S:1:pos:R:3:forces:R:3:lowdin_spin:R:1
Pd -0.818 0.209 0.050 0.848 0.205 -1.051 1.05
C 8.150 2.531 1.999 -0.109 0.325 0.117 0.09
S 6.500 3.189 1.814 0.115 -0.459 -0.287 0.74
C 5.733 2.035 0.646 0.113 0.005 0.285 0.07
C 4.376 1.531 1.163 -0.118 0.056 0.068 0.03
C 3.629 0.829 0.017 0.109 0.132 0.205 0.01
N 2.204 0.605 0.293 -0.127 -0.241 -0.373 0.05
P 1.469 -1.004 0.148 0.027 0.318 1.503 0.22
C 2.827 -2.212 -0.062 -0.280 0.168 -0.539 0.07
C 3.129 -2.616 -1.365 0.071 0.087 0.013 0.01
C 4.060 -3.618 -1.586 0.024 -0.039 -0.081 0.00
C 4.692 -4.225 -0.509 0.002 0.021 0.028 0.01
C 4.393 -3.827 0.787 0.033 0.000 0.027 0.00
C 3.454 -2.833 1.018 0.031 -0.007 -0.021 0.01
C 0.967 -1.444 1.878 -0.117 -0.275 -0.258 0.01
C 1.686 -0.918 2.951 -0.193 0.004 -0.058 0.00
C 1.269 -1.066 4.262 0.036 0.001 0.061 0.00
C 0.069 -1.701 4.533 -0.013 0.058 0.079 0.00
C -0.629 -2.294 3.498 -0.082 -0.064 -0.167 0.00
C -0.151 -2.231 2.198 0.324 0.259 0.343 0.03
P 0.969 1.625 -0.421 0.268 0.853 0.186 0.10
C 1.590 1.973 -2.081 -0.003 -0.092 -0.022 0.01
C 1.427 3.235 -2.651 0.065 -0.148 0.045 0.01
C 1.811 3.448 -3.968 0.007 0.020 -0.062 0.00
C 2.337 2.410 -4.721 -0.017 0.038 -0.014 0.01
C 2.492 1.147 -4.159 0.030 -0.108 0.025 0.00
C 2.117 0.929 -2.847 0.026 0.148 0.128 0.01
C 0.788 3.289 0.296 -0.046 -0.318 0.016 0.02
C -0.533 3.675 0.540 0.238 -0.076 0.083 0.00
C -0.811 4.936 1.044 0.011 0.086 -0.009 0.00
C 0.226 5.824 1.292 -0.130 -0.009 -0.010 0.00
C 1.536 5.465 1.002 0.130 0.023 0.018 0.00
C 1.817 4.207 0.497 0.062 -0.072 0.066 0.00
H 8.703 3.211 2.645 -0.012 -0.020 0.011 0.00
H 8.628 2.465 1.019 -0.061 -0.052 -0.045 0.02
H 8.081 1.541 2.457 -0.024 -0.038 -0.046 0.02
H 6.436 1.221 0.474 0.029 0.028 -0.080 0.00
H 5.602 2.595 -0.287 0.049 0.097 0.023 0.02
H 3.778 2.370 1.530 0.003 -0.024 -0.011 0.00
H 4.540 0.841 1.994 -0.047 0.044 0.041 0.00
H 4.106 -0.132 -0.182 0.024 0.032 -0.067 0.00
H 3.729 1.438 -0.887 -0.024 -0.050 -0.015 0.00
H 2.620 -2.155 -2.203 0.013 -0.085 -0.021 0.00
H 4.283 -3.941 -2.595 -0.006 0.031 -0.002 0.00
H 5.410 -5.015 -0.681 0.003 0.003 0.008 0.00
H 4.882 -4.300 1.629 -0.004 -0.030 -0.021 0.00
H 3.206 -2.564 2.035 0.040 -0.061 -0.042 0.00
H 2.595 -0.372 2.738 0.016 0.087 0.018 0.00
H 1.866 -0.671 5.074 -0.013 0.054 -0.026 0.00
H -0.306 -1.766 5.545 0.002 -0.009 -0.008 0.00
H -1.543 -2.842 3.703 0.019 0.000 0.038 0.00
H -1.848 -3.056 1.453 0.227 -0.111 -0.087 0.01
H 1.006 4.044 -2.073 -0.018 0.041 -0.048 0.00
H 1.702 4.432 -4.405 -0.029 -0.012 -0.009 0.00
H 2.626 2.580 -5.749 0.010 0.003 0.005 0.00
H 2.896 0.336 -4.749 0.004 0.008 -0.014 0.00
H 2.225 -0.055 -2.402 0.020 0.015 -0.125 0.00
H -1.334 2.978 0.337 -0.102 -0.042 0.088 0.00
H -1.833 5.228 1.246 0.003 -0.022 -0.008 0.00
H 0.006 6.804 1.693 0.036 0.005 -0.006 0.00
H 2.334 6.179 1.160 0.003 -0.013 0.000 0.00
H 2.840 3.951 0.242 -0.011 0.002 -0.036 0.00
C -6.229 -4.209 -4.672 0.026 -0.032 -0.056 0.00
C -5.403 -3.579 -3.593 0.036 0.044 0.059 0.00
C -5.810 -3.612 -2.260 0.025 0.022 -0.081 0.00
C -5.058 -2.999 -1.273 -0.002 0.066 0.108 0.00
C -3.881 -2.353 -1.629 0.066 0.008 0.274 0.01
C -3.431 -2.332 -2.945 0.015 0.017 -0.035 0.00
C -4.202 -2.938 -3.917 -0.063 -0.010 0.033 0.00
S -2.925 -1.607 -0.361 -0.238 -1.183 -0.128 0.02
O -3.293 -2.217 0.913 0.032 -0.099 -0.161 0.01
O -3.096 -0.148 -0.391 -0.039 -0.071 -0.074 0.04
N -1.378 -1.872 -0.700 -0.466 0.456 0.654 0.13
C -0.700 -2.947 -0.183 -0.278 -0.395 -0.626 0.23
C 0.010 -3.824 -0.964 -0.029 0.118 0.248 -0.01
C 0.568 -4.998 -0.463 0.164 0.060 -0.197 0.31
C 0.287 -5.362 0.872 -0.071 0.080 0.141 0.02
C -0.407 -4.555 1.690 0.058 -0.424 0.007 0.20
N -0.815 -3.204 1.277 -0.533 0.359 -0.071 0.05
H -7.077 -4.753 -4.265 -0.009 0.004 -0.010 0.00
H -5.627 -4.898 -5.267 -0.014 -0.015 0.013 0.00
H -6.603 -3.444 -5.354 -0.035 -0.012 0.011 0.00
H -6.722 -4.128 -1.992 -0.017 0.022 -0.003 0.00
H -5.368 -3.019 -0.236 -0.033 -0.047 -0.037 0.00
H -2.489 -1.859 -3.186 -0.018 0.041 -0.054 0.00
H -3.875 -2.925 -4.949 0.034 0.000 0.004 0.00
H 0.076 -3.579 -2.015 -0.027 0.011 -0.015 0.00
H 1.138 -5.653 -1.106 -0.027 -0.015 0.003 0.02
H 0.590 -6.329 1.251 -0.005 0.013 0.030 0.00
H -0.695 -4.817 2.695 -0.021 0.110 0.007 0.01
S -1.134 0.568 -2.770 0.142 -0.064 0.182 0.22
C -2.317 1.723 -3.096 -0.216 -0.017 0.180 0.04
N -3.363 1.978 -2.334 0.128 0.194 -0.053 0.01
C -4.358 2.927 -2.824 -0.187 0.041 -0.038 0.00
C -3.748 3.646 -4.031 0.270 -0.015 -0.073 0.01
S -2.270 2.685 -4.530 -0.084 -0.017 0.031 0.02
H -3.543 1.389 -1.532 0.004 -0.127 0.051 0.00
H -4.612 3.635 -2.037 -0.006 -0.017 -0.009 0.00
H -5.268 2.392 -3.102 0.045 -0.047 0.009 0.00
H -3.411 4.650 -3.784 -0.047 0.013 0.004 0.00
H -4.428 3.697 -4.876 -0.049 0.008 0.032 0.00
N 0.961 1.970 3.163 0.255 0.208 -0.274 0.00
C -0.351 1.751 3.347 -0.802 -0.159 0.303 0.00
N -1.167 1.084 2.568 0.559 0.144 -0.062 0.04
C -2.437 1.024 3.169 -0.279 0.126 0.275 0.00
C -3.571 0.400 2.661 0.067 0.030 -0.008 0.00
C -4.743 0.401 3.398 -0.014 -0.004 0.040 0.00
C -4.820 1.026 4.640 -0.024 -0.016 -0.015 0.00
C -3.716 1.680 5.154 0.067 0.083 0.036 0.00
C -2.545 1.671 4.411 -0.080 -0.156 -0.203 0.00
S -1.031 2.399 4.829 0.193 -0.101 -0.156 0.00
H 1.452 1.529 2.411 0.045 -0.038 -0.169 0.00
H 1.474 2.478 3.860 0.046 0.011 -0.041 0.00
H -3.541 -0.078 1.702 -0.018 0.013 0.078 0.00
H -5.617 -0.097 3.001 0.012 -0.005 -0.017 0.00
H -5.742 1.000 5.204 -0.003 0.031 -0.008 0.00
H -3.756 2.187 6.108 -0.038 -0.027 0.003 0.00
```
Positions in Å, forces in eV/Å.

The calculation puts the HOMO-LUMO gap (spin up / spin down) at 7.1214 / 2.4294 eV. As for the total charge: +3. The spin multiplicity is 5. As for the expectation value of S²: 6.0629.

---

Entry 2:
Below is C50H52InNP2S5 as an isolated structure, with properties calculated with wB97M-V/def2-TZVPD.

Geometry as XYZ:
```
111
Properties=species:S:1:pos:R:3:forces:R:3:lowdin_charge:R:1
In 1.742 0.612 -0.832 -0.898 0.614 1.255 0.43
C 1.903 0.123 2.827 0.838 0.376 1.253 -0.29
P 0.137 -0.546 3.072 0.588 0.509 -0.921 1.05
C -0.433 0.547 4.425 1.305 -0.080 1.002 -0.38
C 0.158 0.408 5.701 -1.482 1.474 -0.401 -0.09
C -0.260 1.247 6.715 -0.988 0.176 0.689 -0.09
C -1.172 2.277 6.467 1.031 -0.926 -0.735 -0.08
C -1.718 2.429 5.193 -0.402 1.723 2.212 -0.09
C -1.347 1.584 4.207 -0.898 -2.172 -2.003 -0.11
C 0.497 -2.107 3.949 -0.979 -1.153 1.053 -0.38
C 1.590 -2.987 3.856 -0.525 0.606 0.570 -0.09
C 1.656 -4.160 4.612 0.413 0.149 -1.358 -0.10
C 0.621 -4.523 5.426 -0.376 -0.780 1.374 -0.11
C -0.514 -3.708 5.563 -0.077 1.079 -1.302 -0.08
C -0.592 -2.545 4.774 -0.178 0.565 -0.097 -0.12
C 1.889 1.578 2.289 -1.313 -1.401 0.668 -0.36
C 1.679 2.741 3.054 0.187 -0.116 -2.259 -0.04
C 1.124 3.669 2.083 0.059 0.065 1.639 -0.07
C 0.949 3.032 0.880 -0.255 0.861 1.241 -0.43
C 0.225 3.573 -0.305 0.268 -1.311 -0.804 -0.27
P -0.745 2.173 -1.018 0.610 0.219 -1.362 1.07
C -2.139 1.830 0.051 -0.190 0.870 0.710 -0.39
C -2.628 2.637 1.089 -1.657 -2.022 -0.466 -0.07
C -3.817 2.242 1.781 1.349 0.016 -0.980 -0.09
C -4.488 1.067 1.437 0.324 0.129 -1.107 -0.06
C -4.006 0.328 0.315 -0.416 0.283 1.451 -0.05
C -2.822 0.689 -0.314 -0.995 -0.928 0.071 -0.11
C -1.578 2.801 -2.601 -0.335 -0.526 1.649 -0.32
C -0.912 2.681 -3.797 -0.800 0.893 -1.567 -0.10
C -1.568 3.085 -4.989 1.884 -0.497 -0.598 -0.09
C -2.874 3.471 -5.005 -0.751 0.115 1.540 -0.10
C -3.577 3.491 -3.794 -0.191 1.055 0.339 -0.08
C -2.929 3.227 -2.584 0.146 -0.224 -1.261 -0.07
N 1.362 1.745 1.004 1.021 -0.460 -0.416 -0.07
H 2.407 -0.663 2.227 -0.164 0.718 -0.144 0.02
H 2.464 0.097 3.825 -0.844 0.111 -1.122 0.11
H 0.865 -0.313 5.974 0.874 -1.289 -0.157 0.09
H -0.089 1.032 7.779 0.692 0.162 -0.574 0.11
H -1.343 2.912 7.295 -0.778 0.736 0.499 0.09
H -2.465 3.229 5.104 0.272 -0.435 -0.488 0.11
H -1.972 1.521 3.288 0.999 0.377 0.503 0.09
H 2.455 -2.781 3.269 0.404 0.443 -0.607 0.08
H 2.516 -4.822 4.411 -0.498 0.327 0.490 0.11
H 0.768 -5.452 6.000 -0.502 0.488 -0.201 0.11
H -1.396 -3.906 6.166 0.418 -0.455 0.120 0.10
H -1.529 -1.881 4.779 1.437 -1.194 0.244 0.12
H 1.908 2.927 4.108 -0.192 -0.235 -0.580 0.11
H 0.772 4.659 2.348 0.123 0.034 -0.246 0.10
H 0.879 3.956 -1.074 0.450 -0.216 -0.557 0.08
H -0.404 4.394 -0.126 -0.918 1.099 0.897 0.07
H -2.137 3.526 1.351 0.616 1.061 0.413 0.09
H -4.122 2.904 2.566 -0.414 -0.007 0.417 0.09
H -5.412 0.744 1.947 0.639 0.269 -0.245 0.11
H -4.563 -0.562 0.031 0.304 0.135 -0.130 0.09
H -2.453 0.046 -1.108 0.037 0.075 -0.045 0.09
H 0.115 2.390 -3.932 0.269 -0.274 0.549 0.08
H -0.938 3.087 -5.905 -0.694 -0.009 0.585 0.11
H -3.439 3.877 -5.807 0.157 -0.068 -1.159 0.09
H -4.601 3.940 -3.851 0.870 -0.757 0.468 0.12
H -3.487 3.349 -1.679 -0.012 -0.105 0.489 0.10
C -1.721 -5.895 -0.785 1.757 -0.884 0.131 -0.09
C -2.699 -4.784 -0.557 -0.987 -0.311 0.010 -0.41
C -2.522 -4.295 0.865 -0.420 -0.338 -0.220 -0.06
C -2.615 -3.626 -1.513 -0.041 0.261 -0.764 -0.21
C -1.546 -3.311 -2.348 0.165 -0.040 -0.431 -0.04
C -1.627 -2.260 -3.301 1.390 -1.586 -0.408 -0.06
C -2.780 -1.578 -3.479 -1.059 1.243 -0.094 -0.29
C -2.929 -0.448 -4.493 -0.621 -0.267 0.391 -0.03
C -3.815 -1.831 -2.562 -0.927 0.835 -1.074 -0.09
C -3.758 -2.816 -1.634 -0.926 -0.900 1.914 -0.06
H -1.959 -6.774 -0.181 -0.472 -0.065 -0.249 0.08
H -0.674 -5.728 -0.432 -0.640 0.666 -0.192 0.07
H -1.590 -6.185 -1.822 -0.338 -0.143 -0.220 0.08
H -3.728 -5.222 -0.647 0.712 0.334 -0.134 0.15
H -1.627 -3.724 0.807 0.633 1.044 0.631 0.07
H -2.304 -5.146 1.472 0.041 -0.615 0.725 0.07
H -3.388 -3.789 1.291 0.241 0.378 -0.150 0.08
H -0.631 -3.912 -2.398 -0.376 0.118 0.396 0.11
H -0.807 -2.139 -4.043 -0.465 0.011 0.808 0.13
H -2.175 -0.423 -5.265 0.336 -0.238 -0.116 0.07
H -2.848 0.468 -3.933 0.136 0.640 0.147 0.05
H -3.914 -0.384 -4.985 0.279 -0.408 0.253 0.09
H -4.741 -1.267 -2.687 0.133 0.006 0.137 0.12
H -4.641 -3.014 -0.906 1.478 0.367 -1.460 0.15
C 4.345 1.333 -5.249 0.251 -1.463 -0.874 -0.07
C 4.015 2.591 -4.476 -0.082 0.697 1.519 -0.63
C 3.361 3.701 -5.316 0.419 -0.699 0.624 -0.04
C 5.263 3.230 -3.836 1.488 -1.100 -0.864 -0.06
C 3.138 2.107 -3.368 0.250 0.202 -0.418 -0.13
C 2.542 1.536 -2.483 0.128 0.266 -0.194 -0.13
H 5.030 1.509 -6.118 -0.864 0.128 0.365 0.09
H 3.380 0.771 -5.562 1.754 0.933 0.361 0.12
H 4.965 0.672 -4.595 -0.777 0.256 -0.336 0.09
H 4.100 4.117 -6.005 -0.337 -0.140 -0.174 0.09
H 2.948 4.485 -4.702 0.136 0.366 0.389 0.08
H 2.525 3.233 -5.767 -0.839 -0.172 -1.199 0.06
H 5.938 3.517 -4.684 -0.452 0.082 0.789 0.10
H 5.864 2.565 -3.186 -0.494 -0.086 -0.410 0.09
H 5.034 4.066 -3.216 -0.361 0.834 0.141 0.07
C 5.344 0.115 1.202 -0.914 0.014 0.678 -0.32
S 4.239 -0.454 -0.129 0.081 -0.925 0.402 0.82
C 3.678 -2.066 0.377 -1.311 -0.519 -1.020 -0.94
C 2.380 -2.494 0.113 1.155 -0.102 0.127 -1.04
S 0.927 -1.609 -0.347 0.403 -0.586 0.069 0.57
S 2.140 -4.282 0.154 0.960 1.277 0.215 0.88
C 3.812 -4.690 0.513 -0.240 -0.759 0.422 -1.49
S 4.292 -6.232 0.853 -0.177 0.570 -0.282 0.54
S 4.897 -3.347 0.583 -0.662 0.422 0.002 0.90
H 5.792 0.960 0.713 0.580 0.387 0.015 0.03
H 6.088 -0.659 1.447 -0.329 0.374 -0.148 0.05
H 4.794 0.489 2.101 0.347 -0.532 -0.728 0.06
```
Positions in Å, forces in eV/Å.

The calculation puts the HOMO-LUMO gap at 7.1369 eV.

---

Quick rundown of E_tot, same order as above: -5215.514655 -4854.919681 hartree
Quick rundown of relative energy (zero: lowest compared OMol25 entry of this formula, charge and spin), same order as above: 81.6 6.5 kcal per mole
Quick rundown of max |F|, same order as above: 1.54 3.09 eV/Å